Entry 1:
Computed, not measured: a 9-piece molecular cluster, C54H96IN2O18P overall at a distorted geometry, with wB97M-V/def2-TZVPD.

Results
- E (eV) = -114760.0926
- HOMO-LUMO gap (eV) = 6.41
- SMILES string = CCCCCCCCCCCCC1=C([PH2]=N)C(=O)c2c(N)cc(I)cc2C1=O.CCOC(C)=O.CCOC(C)=O.CCOC(C)=O.CCOC(C)=O.CCOC(C)=O.CCOC(C)=O.CCOC(C)=O.CCOC(C)=O
- net charge = 0
- largest force on an atom (eV Å⁻¹) = 8.4

Atoms and positions in Å:
1 H 8.1049 -0.9514 -5.5325
2 H 12.2581 -3.4809 -9.6877
3 O -6.6838 0.9656 -2.3560
4 H -8.7752 -1.5688 12.9411
5 H 9.2975 -0.7410 -12.8905
6 C 2.0084 -1.8253 0.5633
7 O 0.6560 0.5169 -8.6424
8 O -10.6006 0.3878 14.8486
9 H -4.9329 -0.5487 -4.0041
10 C 8.3372 -0.7083 -6.5732
11 H 0.9599 1.2118 -5.5461
12 C 0.6554 -1.0940 -1.7803
13 H 1.4150 -0.9636 6.8772
14 C -0.6106 3.1779 10.2463
15 H -1.1670 -2.6415 8.0422
16 C -0.1709 6.0448 -1.2637
17 H 12.2182 -2.1597 -10.8707
18 O -0.4001 2.0583 -9.8799
19 H -1.2140 4.1695 10.0344
20 C 0.2437 1.0112 -9.8313
21 H -0.2097 -1.2796 9.0090
22 C -8.9507 -1.1990 13.9553
23 C 2.0837 3.7755 -0.7259
24 H -0.0504 -2.7235 2.5924
25 H -5.8388 3.9670 10.6631
26 H 1.5530 -3.7659 5.6829
27 H -4.2526 4.0291 11.4057
28 H 10.2755 -2.5334 -8.5296
29 C 1.0271 2.9520 -1.4012
30 H -0.8261 0.8791 10.3408
31 N 3.5602 -0.2398 -4.8161
32 H -4.2961 -0.5347 -13.9537
33 H -8.1313 1.9525 12.2769
34 C 3.2980 -1.8618 -0.2382
35 H 1.4706 1.9985 -1.7019
36 C 0.6573 3.1090 9.1576
37 C 0.5985 -1.9283 -0.3313
38 H 1.6847 -0.5282 2.4077
39 H 7.5325 -1.1318 -7.1831
40 H 3.1002 -1.7402 2.6849
41 H -3.5698 -0.1401 7.9571
42 H 9.8537 -2.9030 -10.1900
43 H 2.9523 -0.4647 -9.7585
44 C -5.8327 4.3292 12.8185
45 H 0.2364 3.5695 8.1481
46 H 7.4965 2.0957 -3.3035
47 H -7.6448 2.9903 10.9098
48 H 1.5733 0.7767 -11.4731
49 O 5.7649 2.5113 -5.1413
50 C 1.2432 -0.7849 -8.4577
51 O -0.4719 -2.6395 0.0236
52 H -0.6826 5.0964 -1.0773
53 C -6.2440 1.4115 11.4621
54 H -6.6783 -0.6249 -4.3607
55 H 0.8174 -0.7590 -10.9703
56 C -2.4977 -4.2110 -13.3875
57 O -6.0595 0.1954 11.4427
58 H 0.6303 3.4022 -2.3097
59 H 0.7249 -1.5387 -9.0572
60 H 8.6504 0.9852 -7.8447
61 H -10.4820 -1.2733 17.7919
62 H 1.6152 -1.0039 4.6676
63 H 10.0613 -2.0827 -12.0769
64 H -2.2930 -1.8383 -14.7635
65 H -1.6596 -0.2939 -1.6209
66 C 7.5234 1.3213 -4.0755
67 H 4.0072 0.7063 -4.6200
68 H 8.5762 1.1189 -4.2658
69 O -5.8743 -0.7601 -1.1772
70 O 10.1014 -0.8762 -9.7071
71 C -1.5427 1.8154 10.2065
72 H 11.0428 -0.6648 -12.5340
73 N 6.1599 -2.6656 -0.2498
74 H -0.1373 0.4222 -11.8299
75 C 1.0283 -2.6189 3.0315
76 O -9.5072 0.8832 12.9560
77 H -5.8313 5.4190 12.7269
78 C -4.0140 -2.3240 -1.3153
79 H 9.2778 -1.1982 -6.8403
80 H -0.3360 -3.4544 5.7952
81 C 9.7677 -0.2849 -10.8763
82 H 1.2319 5.3247 -2.7771
83 H -3.6576 -0.5871 -12.2932
84 C -7.6248 1.9776 11.3092
85 H -5.7002 -2.4173 0.0002
86 C -2.4640 0.0411 8.3142
87 H -12.0286 -0.1595 16.1992
88 H 1.7066 6.8010 -1.9607
89 C 11.9617 -2.4401 -9.8452
90 H -3.4428 2.0050 8.9614
91 H -6.8557 4.0015 13.0236
92 H 5.0817 -2.2699 1.9336
93 H -6.1220 -2.7869 -1.6601
94 H 5.5568 -0.3782 0.4814
95 H -1.9084 -0.8140 6.2525
96 C 2.0424 -1.6466 2.1907
97 H 6.9284 -2.0466 -0.6252
98 H -0.1002 3.3261 11.3009
99 H -5.9144 -1.9666 -3.5470
100 H 1.0737 -1.0543 -7.4095
101 H -2.3278 -0.6040 9.2973
102 H -8.1764 1.3578 10.5966
103 H 3.2195 -0.0018 -8.0855
104 H -0.7712 6.6282 -1.9674
105 C 2.0903 -1.1011 -2.6407
106 H 0.9462 1.9788 9.0208
107 H -9.4761 -1.9943 14.4817
108 C -1.3474 -0.4511 7.2138
109 H -0.2316 -1.3206 4.4539
110 H -3.7176 -3.3648 -1.1578
111 C 0.6615 0.3118 -11.0910
112 H 1.5970 3.7322 9.5439
113 C -2.3424 1.6145 8.7637
114 C -0.4787 -1.6904 7.9218
115 C 0.7361 -2.9316 5.7667
116 H -3.3112 -4.3978 -12.6825
117 H -4.2074 -2.0666 -13.0636
118 C 2.7347 -0.7471 -8.7246
119 O 7.1766 1.4305 -6.5057
120 H 1.7214 -2.5644 7.8266
121 O -0.5960 -3.9193 -11.9937
122 C -5.4932 -2.1419 -1.0397
123 C -1.4412 -3.3875 -12.7122
124 C -9.7223 0.0844 13.8664
125 H -7.9908 -1.0068 14.4404
126 C 6.7737 1.8202 -5.2754
127 C 10.4825 -2.2580 -9.5695
128 O 9.2919 0.8495 -10.8859
129 H -2.8945 -3.7608 -14.2960
130 C 0.8233 -1.8759 4.5165
131 C 8.4343 0.7889 -6.7889
132 H 7.0363 0.4190 -3.6987
133 C 10.0712 -0.9972 -12.1612
134 C 1.2277 5.8279 -1.8060
135 O 4.1778 -2.7302 -2.5927
136 C 0.9296 -2.0190 7.1505
137 H 4.2087 -1.0168 -4.5626
138 H -3.4196 -1.6836 -0.6553
139 O -5.2154 2.2551 11.7038
140 I -2.3202 1.6474 -4.4382
141 C -5.9045 -0.8811 -3.6313
142 H -11.2648 -1.5228 15.4061
143 H 12.5561 -1.7997 -9.1852
144 C -6.2080 -0.1688 -2.3464
145 H -9.1156 -0.9688 16.7024
146 C -0.6901 -0.2664 -2.2777
147 C -10.1000 -0.6075 17.0129
148 H -0.1327 6.5759 -0.3069
149 C -3.6957 -1.1182 -13.2500
150 H 9.2469 1.2470 -6.2178
151 H -2.0543 -5.1645 -13.6883
152 C 2.2585 -0.2741 -4.0469
153 H -0.6510 0.4769 6.9479
154 H -1.8845 2.3207 7.9272
155 H -2.3060 1.9102 11.1115
156 C -0.5309 0.5609 -3.7084
157 H 1.4547 -3.6901 3.2603
158 C -2.2971 -1.3350 -13.7923
159 C -5.2814 3.6864 11.5614
160 H -5.2308 4.0470 13.6886
161 H -3.7575 -2.0436 -2.3408
162 C -11.0647 -0.5415 15.8458
163 P 5.0543 -1.7520 0.5633
164 H 3.1859 -1.7244 -8.5316
165 H -1.8182 -0.3620 -13.9471
166 H 0.2137 2.7652 -0.6962
167 O -1.4813 -2.0420 -12.8393
168 H -9.9493 0.3885 17.4422
169 C 0.9100 0.5732 -4.5572
170 C 3.3117 -1.9797 -1.9079
171 O 2.0435 5.1209 -0.8530
172 O 2.9288 3.2437 -0.0074

=====

Entry 2:
Computed, not measured: C26H34ClIrO2 as an isolated structure at a distorted geometry, with wB97M-V/def2-TZVPD.

Results
- E (eV) = -46960.8360
- HOMO-LUMO gap (alpha / beta) (eV) = 5.15 / 7.09
- multiplicity = 5
- expectation value of S² = 6.0652
- net charge = 0
- largest force on an atom (eV Å⁻¹) = 2.5

Atoms and positions in Å:
1 H 1.8620 2.4346 1.8873
2 H -2.5411 -0.1485 -1.0059
3 H 0.7567 -0.3066 -5.7020
4 H -1.7275 -3.4152 -4.2000
5 C -2.7872 -1.5577 2.0548
6 H 0.1878 -3.6172 -1.1563
7 C -0.3073 -1.7953 -4.3837
8 C 0.0263 -3.6858 1.0907
9 H 1.1776 -2.9085 -5.4802
10 C -1.8905 0.3550 1.1142
11 H 0.6070 0.1054 -1.1136
12 H 0.4175 0.6821 -3.5181
13 O -0.5016 -1.1339 -3.0867
14 C 1.2982 -1.7673 1.4597
15 H -1.3137 1.1174 -1.8190
16 O 1.7049 1.9450 -1.5229
17 C 0.6195 -2.8538 2.1151
18 H 1.8513 -1.9290 -4.1567
19 C -0.7486 1.8458 -1.2139
20 C -0.4395 0.1168 -3.8969
21 H -1.4088 1.3265 1.0614
22 H -1.3301 2.2192 -0.3532
23 C 1.0007 -2.5666 -4.4479
24 H -2.3925 -1.7947 -4.6595
25 H 1.1009 3.5514 -0.3923
26 C 1.1520 -1.9556 0.0279
27 H 1.5254 2.4122 7.8686
28 C -0.2121 -0.5155 -5.2479
29 H 2.8486 3.9502 6.3644
30 C 2.2347 3.1520 5.9517
31 H 1.5570 -1.3734 -0.7830
32 C -2.4660 -0.4193 0.0426
33 H -1.0473 -0.4729 -5.9600
34 H -3.1532 -2.2861 2.7880
35 C 1.2558 1.8782 2.5942
36 C 0.6253 1.2013 -0.8459
37 C 0.8262 0.9834 4.8506
38 H 0.5845 -3.0430 3.1958
39 H -1.3803 0.7000 -3.8778
40 C 1.1211 3.3044 -1.4913
41 H 0.4941 0.3424 6.8788
42 Ir -0.8848 -1.7108 0.8222
43 H 1.6913 4.0535 -2.0750
44 H -1.5023 -2.7773 -5.8834
45 H 0.5302 1.1611 2.2157
46 C -1.5699 -2.5165 -4.8118
47 H 0.3246 0.1172 4.3973
48 H 0.9957 -3.4501 -3.7995
49 C 1.5491 2.2434 6.7854
50 H -0.4933 2.9772 -3.0161
51 C -2.1559 -0.3046 2.3508
52 C 2.1478 3.0557 4.5745
53 H 0.7934 1.3261 0.2716
54 H 1.8473 -0.9328 1.9118
55 H -1.8693 0.1280 3.3152
56 Cl 2.8675 4.2304 3.5764
57 C -0.3522 3.1346 -1.9315
58 H -0.9559 4.0043 -1.6304
59 C 0.9198 1.1144 6.2275
60 C 0.3965 -3.1558 -0.1906
61 C 1.4235 1.9638 3.9609
62 H -0.5382 -4.6061 1.2397
63 H -3.4004 -2.4760 0.0516
64 C -2.9523 -1.6573 0.6065

=====

Entry 3:
Computed, not measured: a 2-piece molecular cluster, C3H9N3 overall at a distorted geometry, with wB97M-V/def2-TZVPD.

Results
- E (eV) = -7724.5245
- HOMO-LUMO gap (alpha / beta) (eV) = 3.12 / 8.48
- multiplicity = 2
- expectation value of S² = 0.7523
- net charge = -1
- largest force on an atom (eV Å⁻¹) = 1.9

Atoms and positions in Å:
1 N 0.2909 0.7746 -3.1585
2 N -1.0789 0.0597 1.4028
3 H -2.2677 -1.6495 1.6437
4 H 1.9588 0.7066 -0.4548
5 N 1.4688 1.1971 -1.1984
6 H 1.6174 -0.5667 -2.2228
7 H -0.4008 1.4276 -2.8071
8 H -0.7934 -1.6905 2.6117
9 H -0.1702 -0.0553 -3.5138
10 C -0.2620 0.6618 2.2448
11 C -1.2151 -1.3662 1.6471
12 H -0.6232 -1.9517 0.9104
13 H 0.2869 0.3344 3.1293
14 C 1.1932 0.4384 -2.1628
15 H -0.0047 1.6798 1.9284

=====

Entry 4:
Computed, not measured: C18H10I2N4O6PdS2Se as an isolated structure at a distorted geometry, with wB97M-V/def2-TZVPD.

Results
- E (eV) = -143772.8648
- HOMO-LUMO gap (eV) = 7.19
- net charge = 0
- largest force on an atom (eV Å⁻¹) = 1.3

Atoms and positions in Å:
1 C -0.9540 -2.4870 -1.6769
2 C -1.6688 -3.6822 -1.6490
3 I -2.3286 1.2784 -1.1712
4 C -0.5278 -1.1572 4.1351
5 C -1.6895 -3.5616 0.7385
6 N -2.0452 -3.6947 4.3957
7 H -1.9306 -4.1637 -2.5799
8 C -0.9088 -1.9890 3.0818
9 C -0.9619 -2.3852 0.6328
10 H 0.4966 6.0212 -2.9417
11 H -0.7897 -1.4268 5.1493
12 O 0.8166 0.0520 -2.3578
13 S 0.5455 1.2576 -3.2133
14 O 2.0571 0.9517 0.1464
15 H 3.4921 4.2348 -0.4542
16 S 3.1429 1.5197 -0.7392
17 O 1.1764 1.1153 -4.4856
18 H 1.0672 1.1806 2.2594
19 C 1.2090 2.7411 -2.4359
20 Pd 0.4488 -0.1403 -0.3992
21 I -3.5746 0.6215 1.1399
22 N -0.6052 -1.8716 -0.5561
23 C -0.5648 -1.6104 1.7935
24 H 2.3848 6.2682 -1.3492
25 C -1.6682 -3.2267 3.2376
26 O -0.8972 1.5134 -3.2674
27 C 0.5839 3.8857 -2.9263
28 Se -2.9349 -5.2032 4.0853
29 C -2.0505 -4.0062 2.0817
30 O 3.5435 0.6068 -1.7655
31 O 4.1495 2.0899 0.1096
32 N -2.7309 -5.0933 2.3216
33 C 0.1703 -0.0037 3.8559
34 C 2.0473 5.2865 -1.6543
35 C 2.6707 4.1561 -1.1521
36 H 0.4811 0.6660 4.6441
37 C 0.9967 5.1489 -2.5423
38 H -2.6102 -5.1419 -0.3813
39 C -2.0428 -4.2226 -0.4377
40 C 2.2653 2.8821 -1.5299
41 C 0.4917 0.3075 2.5367
42 N 0.1301 -0.4854 1.5387
43 H -0.2358 3.7717 -3.6212
44 H -0.6471 -2.0040 -2.5961

=====

Entry 5:
Computed, not measured: C11H16O3PdSSi as an isolated structure, with wB97M-V/def2-TZVPD.

Results
- E (eV) = -40002.1212
- HOMO-LUMO gap (alpha / beta) (eV) = 5.05 / 6.29
- multiplicity = 3
- expectation value of S² = 2.0078
- net charge = -2
- largest force on an atom (eV Å⁻¹) = 0.1

Atoms and positions in Å:
1 C 3.0250 0.0827 5.2655
2 H -2.6792 0.0704 -2.5344
3 H -2.9395 0.8619 2.2378
4 H -0.2671 4.3823 -0.5565
5 C 3.0874 -0.4757 0.9491
6 S 0.1425 0.5043 2.5470
7 H -0.5768 3.4796 0.9391
8 C 4.1786 -0.2780 4.5748
9 H -1.6259 3.2546 -0.4654
10 H -4.3143 0.9593 1.1119
11 C -3.0309 0.7100 -1.7190
12 H 5.1146 -0.4475 5.0968
13 C 2.9297 -0.2122 2.4657
14 C 1.7571 0.1621 3.1634
15 H 0.9579 0.5924 5.0984
16 O 4.2568 -0.5468 0.5315
17 H -4.1275 0.6575 -1.6882
18 C 1.8559 0.2982 4.5671
19 Pd 0.0973 0.4486 0.1545
20 O 2.0547 -0.6603 0.2463
21 H 3.0367 0.2018 6.3451
22 H 4.9774 -0.6780 2.6194
23 C -3.2392 1.1511 1.2264
24 H -2.7391 1.7359 -1.9577
25 C -0.5680 3.3901 -0.1628
26 O 0.2751 2.4078 -0.6258
27 H -2.4997 -2.2763 -0.5709
28 H -3.0651 2.2255 1.1272
29 C -2.9024 -1.6011 0.1903
30 H -2.5769 -1.9740 1.1657
31 C 4.1049 -0.4096 3.2001
32 Si -2.2304 0.1747 -0.0646
33 H -3.9991 -1.6478 0.1499

=====

Entry 6:
Computed, not measured: C18H25FeN2O10S2Si as an isolated structure at a distorted geometry, with wB97M-V/def2-TZVPD.

Results
- E (eV) = -106463.8472
- HOMO-LUMO gap (alpha / beta) (eV) = 6.39 / 5.41
- multiplicity = 2
- expectation value of S² = 1.0604
- net charge = -2
- largest force on an atom (eV Å⁻¹) = 2.5

Atoms and positions in Å:
1 C -1.3159 -4.8573 -0.1730
2 H -0.7687 3.8409 1.0233
3 C -0.2867 -0.9247 1.7679
4 H 4.3572 0.9757 -2.5909
5 O -1.0405 -3.3974 -1.9943
6 Fe 0.0399 0.3224 -1.2422
7 C -0.6849 -3.5727 -0.5991
8 H 3.5216 3.7019 1.6630
9 H -3.5630 2.0094 -2.9749
10 H 0.8451 1.7822 3.4521
11 H 0.0275 0.4881 5.3535
12 O 0.8284 -1.8262 -2.0262
13 H 2.9101 2.6351 2.9160
14 O -0.3227 -1.4358 0.4849
15 H -3.0591 -5.8042 0.5566
16 C 3.6544 0.1332 -2.6410
17 N 3.3327 -0.3252 -1.3023
18 H 4.1346 -0.6836 -3.1865
19 H 2.2232 4.2260 -0.8869
20 C -1.2042 -2.4436 0.2305
21 H -4.2421 -3.6745 1.0407
22 H -3.0885 0.3404 -2.5252
23 S -0.4476 -2.0599 -2.6901
24 H 0.5236 4.9405 1.5045
25 O -2.0365 0.7984 -0.0426
26 C -3.2216 -3.6579 0.6887
27 H 3.7133 1.9624 1.5166
28 C 3.0397 2.7469 1.8448
29 S -2.3101 1.8961 -0.9685
30 C -0.0708 0.0888 4.3486
31 C 0.3942 0.8173 3.2764
32 H 0.8900 3.2415 -1.4749
33 O -1.4156 -0.9991 -2.4199
34 C -3.5057 1.2769 -2.1823
35 H -1.1277 -2.6439 2.6895
36 H -0.0840 3.7397 2.6330
37 C 2.4435 0.6016 -3.5344
38 O 1.3460 0.7288 -2.9446
39 H 0.4129 -3.5754 -0.5704
40 C -2.5675 -4.8581 0.3528
41 H 2.6644 -1.0907 -1.3958
42 C 1.8014 3.2222 -0.8884
43 C -0.7247 -1.6560 2.8588
44 O -2.9428 3.0409 -0.3176
45 H -2.9081 -1.5613 1.1027
46 O 2.7074 0.8227 -4.7155
47 H -0.9711 -1.7682 4.9860
48 N 0.8110 1.0069 0.8845
49 O -1.1195 2.2802 -1.7341
50 C 0.1555 3.9207 1.5893
51 C 0.3236 0.3524 1.9400
52 Si 1.3728 2.6206 0.8612
53 H 2.5004 2.5627 -1.3902
54 H -0.8030 -5.7765 -0.4159
55 H -4.4615 1.1443 -1.6951
56 C -0.6315 -1.1652 4.1521
57 O -0.3732 -2.4526 -4.0700
58 H 2.8219 0.4105 -0.8123
59 C -2.4976 -2.4688 0.6870